No. 1
ORCA calculation (ωB97M-V/def2-TZVPD) on a molecular structure, C27H44F6OP2V.

Last column: Mulliken spin population.
Cartesian coordinates (Å):
V -0.7669 -1.8128 0.2954  0.00
C -1.3843 -3.4736 1.7512  0.00
C -2.2421 -2.3184 1.8668  0.00
C -2.4697 -3.1583 -0.2780  0.00
C -1.4731 -3.9636 0.4242  0.00
C -2.9484 -2.1598 0.6081  0.00
C -0.6117 -4.0960 2.8708  0.00
H -0.3130 -3.3568 3.6189  0.00
H 0.2867 -4.6027 2.5082  0.00
H -1.2349 -4.8453 3.3763  0.00
C -0.7834 -5.1588 -0.1521  0.00
H 0.0587 -5.4702 0.4716  0.00
H -0.4032 -4.9265 -1.1517  0.00
H -1.4782 -6.0055 -0.2321  0.00
C -2.9926 -3.4468 -1.6476  0.00
H -3.7372 -4.2527 -1.5892  0.00
H -2.1867 -3.7563 -2.3156  0.00
H -3.4742 -2.5686 -2.0841  0.00
C -4.0816 -1.2167 0.3470  0.00
H -5.0365 -1.6841 0.6219  0.00
H -4.1353 -0.9424 -0.7096  0.00
H -3.9900 -0.2980 0.9329  0.00
C -2.5946 -1.6158 3.1426  0.00
H -3.4916 -2.0681 3.5864  0.00
H -2.8080 -0.5564 2.9768  0.00
H -1.7899 -1.6877 3.8776  0.00
C 1.4112 -1.3768 0.3670  0.00
C 0.9278 -1.5089 1.6768  0.00
C 0.6958 -0.3452 2.6190  0.00
C -0.0773 0.7936 1.9346  0.00
C -1.0439 0.2615 0.8798  0.00
C -0.7424 0.2120 -0.5021  0.00
C 0.6086 0.5989 -1.0609  -0.01
C 1.7829 -0.0585 -0.2931  0.00
H 1.6580 0.0131 3.0178  0.00
H 0.6151 1.5026 1.4695  0.00
H 0.1238 -0.7053 3.4807  0.00
H 2.1760 0.6274 0.4660  0.00
H 1.8632 -2.2579 -0.0752  0.00
H 1.1237 -2.4585 2.1679  0.00
H 2.6004 -0.2458 -0.9950  0.00
H 0.6433 0.2736 -2.1023  0.00
H -1.5699 0.2945 -1.2044  0.00
H 0.7212 1.6944 -1.0547  0.01
H -0.6396 1.3617 2.6839  0.00
H -2.0924 0.3764 1.1388  0.00
P 2.2894 4.0746 1.2186  0.01
C 4.0211 3.6828 0.6769  0.00
C 2.6620 4.9382 2.8155  0.00
P 0.1733 5.7635 -0.2590  0.70
C 1.9819 5.5672 0.1459  0.09
C -0.2046 7.2291 0.8158  0.07
C 0.3346 6.6224 -1.8932  0.07
H 4.0057 3.2935 -0.3461  0.00
H 4.4362 2.9053 1.3268  0.00
H 4.6734 4.5637 0.7144  0.00
H 3.4452 5.6972 2.6978  0.00
H 2.9853 4.2039 3.5601  0.00
H 1.7516 5.4223 3.1809  0.00
H 0.9792 7.5078 -1.8291  0.03
H -0.6565 6.9271 -2.2442  0.00
H 0.7597 5.9266 -2.6223  0.00
H 2.5651 5.4557 -0.7786  0.00
H 2.3227 6.4770 0.6592  0.02
H -1.2120 7.5938 0.5890  0.00
H 0.5119 8.0457 0.6653  0.03
H -0.1851 6.9266 1.8677  0.00
C 0.3282 -4.1456 -3.4229  0.00
C 0.3588 -2.6436 -2.9950  0.00
O -0.1786 -2.5334 -1.6337  0.00
C 1.8810 -2.2662 -3.1398  0.00
F 2.3730 -2.6662 -4.3736  0.00
F 2.1300 -0.9235 -3.0968  0.00
F 2.6369 -2.9070 -2.1775  0.00
C -0.5119 -1.8596 -4.0358  0.00
F 0.0067 -2.0084 -5.3115  0.00
F -1.8095 -2.3227 -4.0682  0.00
F -0.5678 -0.5132 -3.7678  0.00
H -0.6745 -4.6002 -3.4257  0.00
H 0.9958 -4.7574 -2.7800  0.00
H 0.6879 -4.2878 -4.4641  0.00

As for the LUMO energy (alpha / beta): -6.827 / -9.833 eV. The net charge is +2. The multiplicity is 2. For the HOMO energy (alpha / beta), the calculation gives -0.507 / -0.507 Eh.



No. 2
ORCA calculation (ωB97M-V/def2-TZVPD) on 21 unconnected molecules or ions with the total composition C3H47BrO23S.

Last column: Mulliken charge in e.
Cartesian coordinates (Å):
C -0.1424 4.5406 -0.1504  -1.06
C -0.0868 3.0190 -0.1457  0.71
Br -1.3006 2.2946 -1.5160  -0.21
C -0.4736 2.4603 1.2037  -1.13
O -0.3374 1.0271 1.3088  -0.20
S 1.1252 0.5793 1.8302  0.68
O 2.0900 0.8934 0.8017  -0.56
O 0.8894 -1.0335 1.7118  -0.44
H -0.7119 4.9253 0.6936  0.20
H -0.5097 4.9244 -1.0930  0.29
H 0.8865 4.8910 -0.0408  0.22
H 0.8967 2.6598 -0.4321  0.40
H 0.0701 2.9802 1.9997  0.43
H -1.5310 2.6700 1.3709  0.34
H 0.8408 -1.2103 0.7525  0.32
O -0.3974 7.4640 -1.1170  -0.58
H -0.2169 8.3777 -0.8800  0.27
H -1.1273 7.5409 -1.7391  0.30
O 2.3667 -3.7941 1.9180  -0.69
H 1.9129 -2.9459 1.8284  0.37
H 2.9687 -3.8409 1.1641  0.35
O -0.0658 -5.2577 1.0952  -0.63
H -0.8674 -4.8378 1.4286  0.34
H 0.6477 -4.6546 1.3587  0.32
O -1.8426 -6.9211 -0.9782  -0.63
H -1.2995 -7.1331 -1.7485  0.34
H -1.3548 -6.2335 -0.5111  0.27
O 1.5760 1.0908 -3.7077  -0.63
H 1.9999 0.7934 -2.8971  0.31
H 0.9551 1.7675 -3.4171  0.31
O -2.6520 5.6682 1.5843  -0.60
H -3.4088 5.1454 1.8695  0.28
H -3.0300 6.5220 1.3451  0.30
O -0.1381 9.9887 -2.5913  -0.62
H 0.5231 9.8994 -3.2848  0.31
H 0.1361 10.7698 -2.0998  0.31
O -4.2467 -8.4801 -0.9880  -0.65
H -5.0457 -8.0554 -0.6567  0.33
H -3.5275 -7.8866 -0.7224  0.35
O -1.4311 -3.3509 -1.1709  -0.64
H -1.9293 -3.8126 -1.8529  0.33
H -0.9678 -4.0486 -0.6972  0.35
O 3.1978 5.5030 0.6737  -0.61
H 3.9972 5.6968 0.1750  0.30
H 3.5030 4.9815 1.4226  0.30
O 2.8270 0.3654 4.6232  -0.59
H 2.4237 -0.2039 3.9612  0.33
H 3.3435 -0.2295 5.1753  0.30
O -4.2223 1.6089 0.6357  -0.64
H -3.4238 1.7877 0.1242  0.26
H -3.9262 1.0405 1.3530  0.31
O -0.5796 -8.6587 -3.2925  -0.66
H -1.4259 -8.8447 -3.7133  0.33
H -0.3003 -9.5062 -2.9334  0.32
O 5.2121 -3.9412 1.6114  -0.60
H 5.1178 -3.2543 2.2777  0.27
H 5.6610 -4.6612 2.0743  0.33
O -2.8643 2.8975 -4.6582  -0.58
H -3.1698 2.3746 -5.4055  0.29
H -2.3745 2.2719 -4.1132  0.25
O -3.2500 8.0705 3.2502  -0.61
H -3.5411 8.6959 3.9201  0.29
H -2.7517 7.4021 3.7313  0.32
O -0.2239 5.1528 -3.5983  -0.59
H -0.0062 6.0432 -3.3014  0.27
H -0.9485 5.2579 -4.2239  0.31
O -6.0124 -7.6424 1.4707  -0.64
H -5.3070 -8.1051 1.9341  0.33
H -6.8220 -8.0438 1.7997  0.31
O 5.3407 -7.0838 2.5684  -0.64
H 4.7541 -7.0519 1.8051  0.32
H 4.8204 -7.5288 3.2442  0.32
O 6.3139 -4.5468 -1.4333  -0.63
H 7.2725 -4.4854 -1.4713  0.31
H 6.1215 -4.7591 -0.5135  0.32

As for the energy above the lowest of the compared OMol25 structures with the same formula, charge and spin: 0.145 eV. As for the LUMO energy: 0.062 eV. The multiplicity is 1. For the HOMO energy, the calculation gives -0.366 Eh.



No. 3
ORCA calculation (ωB97M-V/def2-TZVPD) on C13H19F9N2O4S in the gas phase.

Last column: natural (NBO) charge in e.
Cartesian coordinates (Å):
C -1.7881 4.8416 0.0905  -0.43
C -1.9919 4.0742 1.1796  -0.16
C -1.4399 2.6902 1.4195  -0.48
C -1.1805 1.8836 0.1413  0.12
C -2.4609 1.7713 -0.7078  -0.45
C -2.3333 2.3425 -2.1085  -0.05
O -3.4535 1.9873 -2.9196  -0.72
O -0.8049 0.5463 0.4544  -0.55
C 0.5160 0.4211 0.9358  -0.10
C 0.6287 -0.8962 1.7508  -0.28
N -0.3959 -1.8686 1.5136  -0.61
C -1.5955 -1.7223 2.3309  -0.05
N -2.0562 -3.0164 2.8413  -0.82
S 2.2935 -1.6064 1.6103  2.08
O 3.3048 -0.6065 1.8229  -0.91
O 2.3454 -2.7233 2.5111  -0.90
C 2.4875 -2.3924 -0.0946  0.41
F 1.2857 -2.7797 -0.5565  -0.31
F 3.2147 -3.4915 0.1261  -0.28
C 3.2609 -1.5270 -1.1440  0.58
F 4.5738 -1.7644 -0.9757  -0.29
F 3.0582 -0.2124 -0.9392  -0.30
C 2.9179 -1.8062 -2.6356  0.55
F 1.6159 -1.5908 -2.8748  -0.29
F 3.6113 -0.8915 -3.3503  -0.30
C 3.3341 -3.1876 -3.2067  0.92
F 2.9015 -3.2344 -4.4680  -0.30
F 2.7741 -4.1874 -2.5404  -0.30
F 4.6472 -3.3236 -3.2211  -0.29
H -0.8281 4.9670 -0.4041  0.20
H -2.6261 5.3812 -0.3461  0.21
H -2.5888 4.4860 1.9937  0.21
H -0.5181 2.7761 2.0138  0.22
H -2.1432 2.1349 2.0452  0.22
H -0.4077 2.3983 -0.4433  0.18
H -2.6741 0.7023 -0.8230  0.21
H -3.3230 2.1953 -0.1895  0.22
H -2.3132 3.4318 -2.1168  0.19
H -1.4199 1.9660 -2.5847  0.16
H -3.7610 1.1138 -2.6582  0.46
H 1.2179 0.4458 0.0959  0.19
H 0.8021 1.2497 1.5876  0.19
H 0.6031 -0.6191 2.8078  0.24
H -0.6369 -1.8620 0.5326  0.38
H -2.4006 -1.3264 1.7065  0.18
H -1.4337 -1.0095 3.1442  0.16
H -1.7512 -3.1312 3.8003  0.36
H -3.0684 -3.0295 2.8526  0.36

As for the LUMO energy: 0.363 eV. The multiplicity is 1. For the HOMO energy, the calculation gives -0.337 Eh. Its SMILES is C=CC[C@H](CCO)OC[C@@H](NCN)S(=O)(=O)C(F)(F)C(F)(F)C(F)(F)C(F)(F)F.



No. 4
ORCA calculation (ωB97M-V/def2-TZVPD) on a molecular structure, C27H17F5FeNO5S2.

Last column: natural (NBO) charge in e.
Cartesian coordinates (Å):
Fe 0.0929 0.1090 0.2058  1.53
O 3.2207 -0.4483 2.8479  -0.64
C 2.1078 -0.3138 2.3597  0.76
O 1.7193 -0.7246 1.1973  -0.87
C 1.0379 0.4689 3.0734  0.09
C 1.0306 0.8978 4.3874  -0.20
C -0.0436 1.6777 4.8060  -0.16
C -1.0422 2.0416 3.9081  -0.20
C -0.9375 1.5820 2.6097  0.10
N 0.0627 0.8011 2.2455  -0.51
C -1.8281 1.9309 1.4421  0.75
O -2.7912 2.6564 1.5954  -0.62
O -1.4184 1.3965 0.3319  -0.87
H 1.8458 0.6271 5.0431  0.24
H -0.0917 2.0216 5.8318  0.22
H -1.8756 2.6711 4.1857  0.25
F 6.7899 1.2504 0.8620  -0.26
C 5.6971 0.8135 0.2628  0.35
C 4.5198 1.5565 0.3569  0.27
F 4.5119 2.6813 1.0634  -0.27
C 3.3924 1.0968 -0.2594  0.38
F 2.2766 1.8099 -0.1043  -0.29
C 3.3755 -0.1132 -0.9999  -0.33
S 1.9893 -0.7648 -1.6940  0.12
C 4.5967 -0.8223 -1.0715  0.37
F 4.6534 -1.9689 -1.7302  -0.27
C 5.7339 -0.3732 -0.4505  0.29
F 6.8719 -1.0605 -0.5204  -0.28
O -1.0218 -1.4008 -0.5825  -1.06
S -1.5210 -2.2950 -1.7029  1.28
C -3.2721 -2.4458 -1.3698  -0.65
C -3.9286 -3.4391 -2.2985  0.03
C -5.0715 -3.0729 -3.0015  -0.23
C -5.6904 -3.9718 -3.8592  -0.19
C -5.1679 -5.2466 -4.0285  -0.21
C -4.0303 -5.6234 -3.3258  -0.20
C -3.4159 -4.7263 -2.4631  -0.24
C -1.5310 -1.3296 -3.2508  -0.63
C -2.5395 -0.2211 -3.3332  0.01
C -2.4121 0.9207 -2.5501  -0.21
C -3.3894 1.9032 -2.5623  -0.18
C -4.4910 1.7686 -3.3974  -0.20
C -4.6096 0.6498 -4.2137  -0.22
C -3.6421 -0.3453 -4.1744  -0.24
H -3.7084 -1.4492 -1.4368  0.26
H -3.2896 -2.7705 -0.3278  0.26
H -5.4830 -2.0791 -2.8681  0.23
H -6.5826 -3.6740 -4.3961  0.22
H -5.6496 -5.9473 -4.6994  0.22
H -3.6225 -6.6194 -3.4448  0.22
H -2.5364 -5.0343 -1.9076  0.22
H -1.6761 -2.0735 -4.0373  0.25
H -0.5014 -0.9679 -3.3017  0.25
H -1.5583 1.0514 -1.9080  0.22
H -3.2873 2.7590 -1.9070  0.24
H -5.2529 2.5382 -3.4175  0.22
H -5.4606 0.5469 -4.8763  0.22
H -3.7413 -1.2248 -4.8020  0.22

As for the energy above the lowest of the compared OMol25 structures with the same formula, charge and spin: 1.527 eV. As for the LUMO energy (alpha / beta): 0.237 / -2.983 eV. The multiplicity is 6. For the HOMO energy (alpha / beta), the calculation gives -0.326 / -0.317 Eh.



No. 5
ORCA calculation (ωB97M-V/def2-TZVPD) on C10H9NO in the gas phase.

Last column: natural (NBO) charge in e.
Cartesian coordinates (Å):
C 0.2900 -1.9266 -2.0288  -0.41
C -0.9176 -1.5739 0.0742  0.09
C -1.0129 -0.7255 1.1548  -0.23
C -1.8593 -0.9569 2.2602  0.38
C -0.0807 0.3972 0.7862  -0.08
C 0.0327 1.6894 1.3904  -0.19
C 0.7886 2.6017 0.6355  -0.22
C 1.3749 2.2301 -0.5723  -0.23
C 1.3006 0.9814 -1.0640  -0.21
C 0.3941 0.0641 -0.4025  0.13
H 1.0708 -2.5480 -1.6163  0.21
H 0.6671 -1.2417 -2.7410  0.21
H -0.4631 -2.4073 -2.6346  0.22
H -1.4742 -2.3928 0.0615  0.21
H -1.9045 -0.3284 3.1479  0.14
H -0.4014 2.1067 2.3377  0.23
H 1.0709 3.6313 0.9060  0.22
H 1.9672 2.9241 -1.2025  0.22
H 1.8745 0.5816 -1.8666  0.21
N -0.2642 -1.0702 -0.9937  -0.33
O -2.4536 -2.0362 2.3678  -0.56

As for the energy above the lowest of the compared OMol25 structures with the same formula, charge and spin: 1.886 eV. As for the LUMO energy: 0.447 eV. The multiplicity is 1. For the HOMO energy, the calculation gives -0.308 Eh. Its SMILES is Cn1cc(C=O)c2ccccc21.



No. 6
ORCA calculation (ωB97M-V/def2-TZVPD) on a molecular structure, C5H8.

Last column: natural (NBO) charge in e.
Cartesian coordinates (Å):
C -0.5191 -0.5451 -1.4420  -0.62
C -0.1678 0.2519 -0.1904  0.01
C -1.1502 0.9910 0.4021  -0.47
C 0.8564 -0.5416 1.2456  -0.09
C 1.2583 0.1150 0.0744  -0.46
H 0.2667 -0.4835 -2.1922  0.22
H -0.4799 -1.6157 -1.2048  0.21
H -1.5136 -0.2454 -1.7634  0.22
H -2.1923 0.7695 0.2331  0.20
H -0.8325 1.5709 1.2595  0.19
H 0.4713 -1.5720 1.3257  0.17
H 0.7723 0.0402 2.1625  0.19
H 2.0482 -0.0593 -0.6384  0.22

As for the energy above the lowest of the compared OMol25 structures with the same formula, charge and spin: 5.186 eV. As for the LUMO energy: -0.344 eV. The multiplicity is 1. For the HOMO energy, the calculation gives -0.244 Eh.



| no. | E (eV) |
| --- | --- |
| 1 | -91313.1167 |
| 2 | -131843.7637 |
| 3 | -60248.2422 |
| 4 | -109647.7821 |
| 5 | -14051.8127 |
| 6 | -5308.9811 |